(1)
The following is a quantum chemistry calculation of C20H26NO2S2 as an isolated structure in a non-equilibrium geometry, from OMol25.

```
! RIJCOSX wB97M-V def2-TZVPD def2/J DEFGRID3
* xyz 1 1
C -3.85 -1.44 1.19
C -2.67 -1.75 0.12
C -1.56 -0.87 -0.10
C -1.29 0.24 0.61
C -0.50 0.02 1.55
C 0.05 -1.13 2.29
H -0.22 -2.03 1.77
H -0.29 -1.24 3.12
C 1.57 -0.81 2.23
N 2.20 -0.49 0.99
C 2.49 -1.41 0.20
C 2.79 -1.08 -1.34
C 4.01 -0.30 -1.35
H 4.19 0.34 -2.21
H 4.91 -0.56 -0.99
C 3.53 1.02 -0.19
C 2.43 1.62 -0.85
O 1.22 1.41 -0.59
O 2.84 2.86 -1.78
H 1.94 3.25 -1.99
C 3.22 0.53 0.99
H 2.84 1.45 1.88
H 4.13 0.16 1.58
H 4.36 1.82 -0.09
H 3.21 -1.87 -2.05
H 2.07 -0.76 -1.73
H 1.73 -2.50 0.16
H 3.45 -1.92 0.62
H 1.31 0.03 0.61
H 2.17 -1.78 2.74
H 1.84 0.07 2.99
H -0.33 1.08 2.12
C -1.84 1.57 0.20
C -2.71 1.70 -0.92
C -2.99 3.15 -0.99
C -2.32 4.16 0.01
S -1.41 3.00 0.87
H -2.40 5.04 0.39
H -3.60 3.68 -1.74
C -3.38 1.00 -1.79
H -3.88 0.10 -1.24
H -3.94 1.49 -2.41
H -2.58 0.24 -2.33
S -0.72 -1.77 -1.26
C -1.85 -2.90 -1.61
C -2.67 -2.94 -0.74
H -3.54 -3.71 -0.69
H -1.36 -3.85 -2.22
H -4.85 -1.34 0.50
H -4.07 -2.15 1.92
H -3.71 -0.44 1.54
*
```

Kohn-Sham gap ... 8.02 eV
E_HOMO ... -10.81 eV
ΔE to the lowest compared entry with this formula, charge and spin ... 0.0 kcal/mol

---

(2)
The following is a quantum chemistry calculation of a 2-piece molecular cluster, C20H27ClFN2O5 overall in a non-equilibrium geometry, from OMol25.

```
! RIJCOSX wB97M-V def2-TZVPD def2/J DEFGRID3
* xyz 1 1
Cl 2.62 5.57 15.42
C 2.82 3.80 15.32
N 2.42 3.24 14.00
C 0.95 3.46 13.70
C 0.60 2.82 12.41
N 1.82 2.14 11.91
F 1.43 1.45 10.58
C 2.28 1.09 12.84
C 2.66 1.76 14.11
C 2.88 3.14 11.60
C 3.28 3.78 12.87
H 3.89 3.54 15.44
H 2.17 3.31 16.07
H 0.40 2.99 14.53
H 0.77 4.54 13.70
H -0.15 2.03 12.49
H 0.30 3.52 11.62
H 1.45 0.40 12.95
H 3.11 0.57 12.36
H 3.72 1.64 14.34
H 2.05 1.41 14.95
H 3.68 2.59 11.10
H 2.43 3.83 10.88
H 3.16 4.87 12.87
H 4.32 3.52 13.14
C -5.51 -2.17 8.44
O -4.92 -0.84 8.39
C -3.59 -0.68 8.15
C -3.08 0.64 8.24
C -1.73 0.89 8.12
C -0.79 -0.17 7.84
C 0.58 0.04 7.50
C 1.34 -1.04 6.85
O 0.89 -2.09 6.43
O 2.66 -0.78 6.57
C 3.24 0.43 7.09
C 3.53 0.34 8.58
C 4.53 0.59 6.27
O 2.37 1.52 6.76
C 1.01 1.34 7.01
O 0.28 2.25 6.68
C -1.34 -1.48 7.79
C -2.70 -1.74 7.85
H -6.52 -1.96 8.78
H -5.52 -2.64 7.45
H -4.99 -2.82 9.16
H -3.81 1.44 8.38
H -1.38 1.92 8.15
H 2.60 0.27 9.16
H 4.16 -0.54 8.77
H 4.08 1.24 8.89
H 4.29 0.59 5.21
H 5.03 1.53 6.52
H 5.22 -0.23 6.48
H -0.67 -2.29 7.53
H -3.09 -2.74 7.64
*
```

Kohn-Sham gap ... 3.03 eV
E_HOMO ... -7.86 eV

---

(3)
The following is a quantum chemistry calculation of C20H27ClMgNO2P as an isolated structure in a non-equilibrium geometry, from OMol25.

```
! RIJCOSX wB97M-V def2-TZVPD def2/J DEFGRID3
* xyz 0 1
C -2.71 0.36 -3.94
C -2.50 -0.85 -3.32
C -1.72 -0.92 -2.15
C -1.25 0.27 -1.59
C -1.42 1.49 -2.23
C -2.19 1.53 -3.43
C -1.56 -2.24 -1.47
C -0.14 -2.92 -1.36
N 1.01 -2.07 -1.30
Mg -0.70 0.45 0.50
C -0.81 2.79 -1.67
P 0.88 2.62 -1.08
H -2.93 -1.77 -3.70
H -2.35 2.52 -3.89
H -3.31 0.41 -4.86
H -1.44 3.20 -0.83
H -0.78 3.55 -2.49
H -1.96 -2.21 -0.44
H -2.16 -2.98 -2.02
H -0.17 -3.48 -0.39
C 1.59 3.91 -0.03
C 1.95 2.18 -2.44
H -0.06 -3.68 -2.21
C 1.54 -1.55 -2.52
C 2.00 -2.46 -0.33
H 0.58 1.89 0.44
H 2.03 -2.29 -3.20
H 0.73 -1.04 -3.09
H 2.28 -0.78 -2.27
H 2.64 -3.32 -0.63
H 2.65 -1.59 -0.14
H 1.48 -2.70 0.62
H 2.13 3.10 -3.04
H 2.90 1.77 -2.07
H 1.47 1.43 -3.10
H 1.81 4.84 -0.61
H 0.90 4.12 0.82
H 2.53 3.50 0.39
H 1.02 1.24 -0.17
Cl 0.91 1.00 7.64
C 0.33 0.25 6.23
C -0.18 -1.05 6.27
C -0.62 -1.66 5.11
C -0.59 -0.98 3.88
C -0.13 0.35 3.85
C 0.36 0.96 5.01
C -1.04 -1.77 2.66
O -1.31 -2.97 2.77
O -1.10 -1.08 1.53
H -0.21 -1.58 7.21
H -1.00 -2.68 5.13
H -0.15 0.94 2.92
H 0.75 1.96 4.98
*
```

Kohn-Sham gap ... 6.43 eV
E_HOMO ... -6.86 eV

---

(4)
The following is a quantum chemistry calculation of an isolated molecule of C20H27ClN4O2 in a non-equilibrium geometry, from OMol25.

```
! RIJCOSX wB97M-V def2-TZVPD def2/J DEFGRID3
* xyz 0 1
C 1.18 -1.88 2.13
C 0.99 -3.11 1.23
N 2.13 -3.50 0.44
C 3.29 -3.90 1.21
C 4.10 -4.96 0.47
C 2.42 -2.61 -0.67
C 1.69 -3.07 -1.94
C 1.78 -2.05 -3.07
N 1.03 -0.85 -2.77
C -0.15 -0.57 -3.34
O -0.63 -1.17 -4.28
C -0.84 0.64 -2.69
C -1.29 0.30 -1.26
N -0.96 1.36 -0.32
N -1.95 2.14 0.03
C -1.76 3.13 0.86
C -2.93 3.95 1.19
C -3.00 4.69 2.37
C -4.11 5.46 2.65
C -5.17 5.50 1.76
Cl -6.55 6.47 2.11
C -5.12 4.76 0.58
C -4.01 4.00 0.30
C -0.46 3.38 1.39
C 0.56 2.58 1.03
C 0.35 1.49 0.11
O 1.22 0.71 -0.29
H 1.96 -2.05 2.86
H 1.45 -1.00 1.54
H 0.25 -1.66 2.66
H 0.71 -3.96 1.86
H 0.16 -2.92 0.54
H 3.95 -3.05 1.45
H 2.94 -4.33 2.15
H 4.51 -4.57 -0.46
H 3.46 -5.80 0.22
H 4.92 -5.31 1.09
H 3.49 -2.60 -0.87
H 2.13 -1.58 -0.43
H 2.12 -4.02 -2.27
H 0.64 -3.25 -1.71
H 2.83 -1.78 -3.25
H 1.35 -2.46 -3.99
H 1.31 -0.32 -1.95
H -1.69 0.93 -3.30
H -0.13 1.47 -2.67
H -0.78 -0.61 -0.91
H -2.37 0.16 -1.21
H -2.20 4.65 3.09
H -4.17 6.02 3.57
H -5.95 4.80 -0.11
H -3.96 3.42 -0.61
H -0.30 4.22 2.06
H 1.57 2.72 1.39
*
```

Kohn-Sham gap ... 7.68 eV
E_HOMO ... -8.05 eV
SMILES string ... CCN(CC)CCCNC(=O)CCn1nc(-c2ccc(Cl)cc2)ccc1=O
ΔE to the lowest compared entry with this formula, charge and spin ... 5.7 kcal/mol

---

(5)
The following is a quantum chemistry calculation of an isolated molecule of C20H27F2N3O2, from OMol25.

```
! RIJCOSX wB97M-V def2-TZVPD def2/J DEFGRID3
* xyz 0 1
O -2.65 0.59 0.87
C -1.92 -0.35 0.63
C -0.41 -0.31 0.81
C 0.36 0.09 -0.48
C -0.41 -0.42 -1.69
O -0.50 -1.62 -1.93
N -1.02 0.49 -2.47
C -0.97 1.93 -2.31
C -0.53 2.27 -0.88
N 0.64 1.51 -0.49
C 1.86 1.86 -1.19
C 3.08 1.70 -0.29
C 4.37 1.99 -1.05
C 5.59 1.83 -0.14
C 5.48 2.75 1.07
C 4.19 2.46 1.84
C 2.98 2.63 0.92
N -2.39 -1.54 0.20
C -3.79 -1.76 -0.05
C -4.27 -3.06 0.52
C -5.09 -3.91 -0.22
C -5.54 -5.11 0.31
C -5.19 -5.49 1.59
C -4.37 -4.66 2.33
F -4.02 -5.02 3.58
C -3.92 -3.45 1.81
F -3.14 -2.67 2.57
H -0.07 -1.30 1.14
H -0.17 0.42 1.58
H 1.31 -0.44 -0.46
H -1.51 0.12 -3.27
H -0.26 2.35 -3.04
H -1.96 2.34 -2.52
H -1.34 2.03 -0.19
H -0.31 3.34 -0.81
H 2.00 1.26 -2.11
H 1.79 2.91 -1.50
H 3.12 0.67 0.08
H 4.46 1.31 -1.91
H 4.34 3.01 -1.44
H 6.50 2.05 -0.70
H 5.65 0.79 0.19
H 6.34 2.60 1.72
H 5.48 3.79 0.74
H 4.11 3.14 2.69
H 4.22 1.44 2.22
H 2.93 3.66 0.57
H 2.06 2.41 1.46
H -1.74 -2.23 -0.15
H -4.31 -0.91 0.43
H -4.00 -1.73 -1.12
H -5.37 -3.62 -1.22
H -6.18 -5.75 -0.29
H -5.52 -6.42 2.02
*
```

Kohn-Sham gap ... 9.21 eV
E_HOMO ... -8.50 eV
SMILES string ... O=C(C[C@H]1C(=O)NCCN1CC1CCCCC1)NCc1cccc(F)c1F
ΔE to the lowest compared entry with this formula, charge and spin ... 9.7 kcal/mol

---

(6)
The following is a quantum chemistry calculation of C20H27IrN5O3SSi as an isolated structure, from OMol25.

```
! RIJCOSX wB97M-V def2-TZVPD def2/J DEFGRID3
* xyz 2 2
Ir -0.06 1.00 0.36
C -2.82 2.71 1.76
Si -1.91 1.13 2.13
C -3.02 -0.35 1.97
C -1.08 1.19 3.79
H -3.40 2.93 2.67
H -3.54 2.59 0.95
H -2.19 3.57 1.56
H -3.91 -0.12 2.55
H -2.59 -1.26 2.39
H -3.35 -0.55 0.94
H -1.87 1.16 4.55
H -0.53 2.12 3.95
H -0.43 0.34 3.98
O -1.12 -0.68 -0.55
C -0.69 -1.44 0.38
N -0.01 -0.76 1.30
C 0.59 -1.58 2.25
O 1.36 -1.17 3.08
C 0.08 -2.96 1.90
C 0.28 -4.16 2.52
C -0.33 -5.29 1.95
C -1.08 -5.20 0.79
C -1.28 -3.97 0.15
C -0.70 -2.86 0.72
H 0.88 -4.25 3.42
H -0.20 -6.25 2.43
H -1.53 -6.09 0.37
H -1.87 -3.91 -0.76
O 1.11 1.95 1.83
H 1.76 2.65 1.64
H 1.44 1.32 2.49
C 1.95 3.28 -2.99
N 0.62 2.74 -3.32
C -0.39 2.54 -2.49
S -0.19 2.99 -0.79
N -1.52 2.06 -2.96
C -2.80 1.97 -2.24
H 2.66 2.88 -3.71
H 2.23 2.96 -1.99
H 1.95 4.36 -3.05
H 0.43 2.62 -4.31
H -1.56 1.84 -3.94
H -2.74 1.25 -1.43
H -3.54 1.64 -2.95
H -3.08 2.95 -1.86
N 5.73 -1.95 -3.64
C 4.87 -1.51 -3.02
C 3.80 -0.97 -2.24
C 2.50 -0.95 -2.75
C 1.49 -0.42 -1.97
N 1.71 0.07 -0.75
C 2.96 0.05 -0.26
C 4.03 -0.46 -0.97
H 2.29 -1.34 -3.73
H 0.47 -0.40 -2.32
H 3.10 0.43 0.74
H 5.02 -0.46 -0.53
*
```

Kohn-Sham gap (alpha / beta) ... 8.47 / 6.52 eV
E_HOMO (alpha / beta) ... -14.91 / -14.77 eV
ΔE to the lowest compared entry with this formula, charge and spin ... 36.7 kcal/mol

---

(7)
The following is a quantum chemistry calculation of C20H27LiO5P2 as an isolated structure in a non-equilibrium geometry, from OMol25.

```
! RIJCOSX wB97M-V def2-TZVPD def2/J DEFGRID3
* xyz 0 1
Li 0.06 0.70 1.22
O -1.97 0.06 4.55
C -1.62 -0.13 3.40
O -0.63 0.32 2.76
C -2.61 -0.94 2.52
P -2.21 -0.71 0.74
C -1.01 -2.16 0.43
C -0.67 -2.61 -0.88
C 0.30 -3.60 -1.05
C 0.98 -4.10 0.08
C 0.70 -3.59 1.34
C -0.33 -2.66 1.54
C -3.72 -1.28 -0.19
C -4.14 -0.62 -1.30
C -5.23 -1.03 -2.04
C -5.87 -2.18 -1.65
C -5.41 -2.97 -0.64
C -4.34 -2.50 0.11
H -3.62 -0.52 2.71
H -2.56 -2.03 2.69
H -1.25 -2.25 -1.73
H 0.54 -4.00 -2.07
H 1.80 -4.83 -0.03
H 1.24 -3.95 2.19
H -0.53 -2.34 2.59
H -3.53 0.26 -1.54
H -5.57 -0.48 -2.90
H -6.78 -2.50 -2.17
H -5.92 -3.89 -0.39
H -3.90 -3.10 0.90
C 3.19 4.99 -1.91
C 3.51 3.60 -2.28
O 3.26 2.66 -1.16
P 1.69 2.20 -1.05
O 1.77 0.58 -1.20
C 2.82 -0.26 -0.67
C 3.98 -0.32 -1.62
O 1.54 2.13 0.57
C 1.25 3.34 1.30
C 1.85 3.12 2.66
H 3.59 5.73 -2.60
H 3.53 5.21 -0.94
H 2.08 5.08 -1.95
H 4.55 3.46 -2.46
H 2.95 3.31 -3.19
H 2.44 -1.31 -0.52
H 3.10 0.13 0.33
H 3.64 -0.69 -2.62
H 4.74 -1.00 -1.26
H 4.48 0.61 -1.83
H 0.17 3.56 1.33
H 1.66 4.22 0.79
H 1.52 2.21 3.18
H 1.54 3.92 3.30
H 2.95 3.15 2.64
*
```

Kohn-Sham gap ... 8.89 eV
E_HOMO ... -8.39 eV

---

(8)
The following is a quantum chemistry calculation of an isolated molecule of C20H27N3O2, from OMol25.

```
! RIJCOSX wB97M-V def2-TZVPD def2/J DEFGRID3
* xyz 0 1
O 1.91 2.23 0.78
C 1.96 1.04 0.55
C 1.72 0.49 -0.85
C 1.98 1.56 -1.92
C 0.94 1.29 -2.99
O 0.93 1.72 -4.12
N 0.01 0.46 -2.46
C -1.15 0.03 -3.21
C -1.11 -1.49 -3.51
C -2.52 -2.00 -3.21
C -2.98 -1.11 -2.07
C -2.48 0.27 -2.48
C 0.24 0.13 -1.08
N 2.25 0.15 1.53
C 2.20 -1.29 1.43
C 1.50 -1.86 2.69
N 0.62 -0.86 3.27
C -0.56 -0.56 2.59
C -1.43 -1.60 2.26
C -2.64 -1.35 1.65
C -3.02 -0.06 1.34
C -2.16 0.98 1.65
C -0.95 0.74 2.26
C 1.43 0.20 3.84
C 2.54 0.63 2.86
H 2.37 -0.37 -1.04
H 2.98 1.54 -2.33
H 1.80 2.55 -1.50
H -1.10 0.60 -4.14
H -0.39 -1.98 -2.85
H -0.80 -1.68 -4.54
H -3.16 -1.85 -4.08
H -2.53 -3.06 -2.96
H -2.51 -1.42 -1.13
H -4.06 -1.14 -1.93
H -3.19 0.73 -3.17
H -2.36 0.94 -1.63
H 0.03 -0.93 -0.89
H -0.40 0.72 -0.41
H 3.21 -1.71 1.35
H 1.63 -1.58 0.55
H 0.94 -2.76 2.43
H 2.23 -2.13 3.45
H -1.17 -2.62 2.52
H -3.30 -2.18 1.42
H -3.97 0.14 0.86
H -2.44 2.00 1.41
H -0.30 1.58 2.46
H 0.78 1.03 4.12
H 1.88 -0.19 4.76
H 3.51 0.22 3.17
H 2.62 1.72 2.81
*
```

Kohn-Sham gap ... 8.66 eV
E_HOMO ... -8.12 eV
SMILES string ... O=C([C@@H]1CC(=O)N(C2CCCC2)C1)N1CCN(c2ccccc2)CC1
ΔE to the lowest compared entry with this formula, charge and spin ... 13.5 kcal/mol

---

(9)
The following is a quantum chemistry calculation of an isolated molecule of C20H27N3O4 in a non-equilibrium geometry, from OMol25.

```
! RIJCOSX wB97M-V def2-TZVPD def2/J DEFGRID3
* xyz 0 1
C 6.39 2.33 1.25
O 6.59 0.96 0.99
C 7.17 0.68 -0.27
C 6.20 0.72 -1.45
C 5.29 -0.50 -1.54
C 4.33 -0.67 -0.35
C 3.23 0.40 -0.35
C 2.27 0.16 0.82
N 1.70 -1.16 0.74
C 0.43 -1.49 0.44
O 0.07 -2.65 0.31
C -0.60 -0.42 0.31
C -1.99 -0.69 0.39
C -2.57 0.52 0.16
C -3.99 0.96 0.09
O -4.80 -0.19 0.17
C -6.16 -0.03 0.08
C -6.93 -1.19 0.12
C -8.30 -1.09 0.03
C -8.88 0.17 -0.10
C -10.36 0.34 -0.20
N -8.15 1.27 -0.14
C -6.83 1.18 -0.05
O -1.62 1.44 -0.05
N -0.40 0.85 0.05
C 2.70 -2.21 0.78
C 3.68 -2.05 -0.38
H 7.34 2.88 1.18
H 6.00 2.39 2.26
H 5.67 2.78 0.56
H 8.00 1.38 -0.45
H 7.58 -0.33 -0.17
H 6.80 0.77 -2.37
H 5.60 1.63 -1.40
H 4.70 -0.44 -2.46
H 5.92 -1.39 -1.61
H 4.91 -0.57 0.57
H 3.66 1.39 -0.25
H 2.67 0.35 -1.28
H 1.48 0.91 0.82
H 2.83 0.23 1.77
H -2.45 -1.63 0.58
H -4.20 1.64 0.93
H -4.16 1.51 -0.85
H -6.43 -2.15 0.22
H -8.91 -1.98 0.06
H -10.85 -0.07 0.68
H -10.74 -0.19 -1.08
H -10.60 1.39 -0.29
H -6.31 2.13 -0.09
H 2.19 -3.17 0.73
H 3.24 -2.13 1.73
H 4.44 -2.83 -0.32
H 3.13 -2.18 -1.32
*
```

Kohn-Sham gap ... 9.68 eV
E_HOMO ... -8.92 eV
SMILES string ... COCCCC1CCN(C(=O)c2cc(COc3ccc(C)nc3)on2)CC1
ΔE to the lowest compared entry with this formula, charge and spin ... 102.2 kcal/mol